# C4H8O2

A single C4H8O2 molecule at a distorted geometry (ωB97M-V/def2-TZVPD, the Open Molecules 2025 dataset).

Positions of all 14 atoms, in Å:
C (0.42883, 1.04345, 0.38407)
C (-0.97230, 1.01587, -0.24077)
C (-0.48238, -1.13793, 0.45194)
C (0.74020, -1.01323, -0.36667)
H (0.43322, 1.10169, 1.43257)
H (0.67958, 2.16434, -0.02345)
H (-1.53246, 1.89394, -0.08621)
H (-0.56647, 1.12644, -1.30049)
H (-0.37263, -0.84488, 1.42108)
H (-0.38484, -2.37733, 0.29516)
H (1.59006, -1.70885, 0.04136)
H (0.39554, -1.02164, -1.46430)
O (-1.43879, -0.46431, -0.28858)
O (1.48244, 0.22244, -0.25570)

- energy above the lowest of the compared OMol25 structures with the same formula, charge and spin (kcal/mol) = 116.0
- calculated total energy (eV) = -8368.2529
- SMILES = C1COCCO1
- E_LUMO (eV) = 0.9
- 2S+1 = 1
- HOMO (eV) = -9.8